45
Properties=species:S:1:pos:R:3:mulliken_charge:R:1 method="wB97M-V/def2-TZVPD" e_above_lowest_kcal_mol=120.5 gap_ev=4.650 lumo_energy_ev=-1.8 charge=0
C -3.891 -4.028 -0.708 -0.461
C 3.949 2.027 -0.597 -0.444
N 2.054 0.613 -3.287 -0.878
C 4.978 2.876 -2.644 -0.374
H -3.075 -5.775 1.220 0.353
C 0.190 3.898 2.128 -0.400
C -0.446 3.246 3.198 -0.536
H 0.356 4.979 2.162 0.356
N 1.895 0.554 -1.061 -0.115
H -4.502 -4.893 -0.910 0.451
H -1.122 1.350 4.008 0.390
H -0.092 -0.864 -0.262 1.037
H 3.889 1.932 0.485 0.444
C -0.164 1.108 2.062 0.297
N 1.350 0.180 -2.237 -0.325
C -2.175 -2.827 0.110 0.517
N -2.734 -4.074 0.056 0.102
H -3.876 -0.107 -0.261 0.343
H 5.755 3.493 -3.116 0.322
C -1.028 -2.443 0.964 0.195
H -1.978 -6.021 -0.156 0.324
H -0.798 3.832 4.050 0.362
C -2.980 -0.562 -0.705 -0.820
C 0.385 1.795 0.996 -0.115
H -2.964 -0.317 -1.775 0.384
H -0.469 -0.860 2.824 0.411
C -4.079 -2.745 -1.077 -0.481
H 1.142 3.624 0.181 0.481
C 4.069 2.181 -3.436 -0.579
H 0.660 1.175 0.153 0.543
C 3.103 1.376 -2.797 0.507
H 5.639 3.380 -0.663 0.345
H -2.097 -0.131 -0.230 0.304
C -0.382 -1.105 0.763 -0.784
C -0.623 1.856 3.184 -0.402
C 0.625 3.164 1.018 -0.651
N -3.038 -2.002 -0.543 0.155
H -4.868 -2.292 -1.655 0.473
H -1.415 -5.108 1.290 0.313
C 4.910 2.802 -1.230 -0.518
H 4.064 2.247 -4.522 0.381
C -0.254 -0.344 1.880 -0.542
C 3.014 1.331 -1.384 0.158
C -2.264 -5.316 0.638 -0.853
O -0.712 -3.204 1.888 -0.673


47
Properties=species:S:1:pos:R:3:mulliken_charge:R:1 method="wB97M-V/def2-TZVPD" e_above_lowest_kcal_mol=48.3 gap_ev=8.460 lumo_energy_ev=0.5 charge=0
O -0.106 3.308 1.223 -0.636
H -4.218 -4.491 1.046 0.380
O 1.586 -0.837 1.488 -0.821
H -2.282 -1.020 -0.525 0.386
H -2.036 2.912 0.147 0.527
N -1.660 0.894 0.522 -0.629
H 6.183 -2.526 -1.985 0.386
H -0.030 0.145 1.368 0.347
C 3.566 -2.074 0.082 -0.506
C 2.465 -0.119 1.021 0.941
C -3.118 -2.830 0.255 -0.621
H 6.402 1.987 -0.978 0.383
C 0.228 2.165 1.455 0.763
C 5.433 -0.640 -1.338 -0.614
N -0.465 1.044 1.142 0.135
C 4.495 0.048 -0.574 0.925
H -6.472 -0.947 0.315 0.426
C -3.171 -1.519 -0.181 -0.234
H 3.173 1.782 0.814 0.279
C 3.539 -0.683 0.157 0.051
C -4.355 2.702 -1.176 -0.669
N 2.509 1.199 1.297 -0.027
N -5.572 0.989 -1.289 0.446
C -4.379 -0.824 -0.171 0.640
C -5.530 -1.476 0.278 -0.620
H 5.114 3.211 -1.092 0.272
N -5.511 2.275 -1.628 -1.074
C 5.439 -2.023 -1.385 -0.544
C -2.351 1.872 0.083 -0.636
O 4.460 1.414 -0.512 -0.542
H 1.973 2.754 2.562 0.394
C 5.368 2.169 -1.284 -1.000
H 2.816 -2.610 0.645 0.468
H 1.332 1.141 3.001 0.353
H -6.374 0.439 -1.552 0.238
C -4.468 0.550 -0.639 -0.260
C -5.469 -2.786 0.713 -0.581
C 4.501 -2.749 -0.675 -0.779
C -4.263 -3.468 0.703 -0.396
C -3.628 1.667 -0.543 1.015
H 5.255 1.962 -2.352 0.375
C 1.548 1.827 2.175 -1.057
H 6.174 -0.099 -1.904 0.399
H -6.365 -3.276 1.066 0.381
H -2.175 -3.356 0.247 0.405
H 4.500 -3.827 -0.711 0.401
H -4.057 3.723 -1.311 0.530


47
Properties=species:S:1:pos:R:3:mulliken_charge:R:1 method="wB97M-V/def2-TZVPD" e_above_lowest_kcal_mol=67.4 gap_ev=8.433 lumo_energy_ev=0.0 charge=0
C 3.524 -2.797 1.688 -0.550
C 2.712 -1.991 2.641 -0.553
H 0.668 1.391 -3.176 0.475
C -4.311 2.903 2.678 -0.856
H 1.794 -1.544 2.288 0.167
H -4.258 3.960 2.933 0.242
H -2.255 -1.802 -3.134 0.363
C 1.763 0.590 -1.535 0.165
C -2.851 0.351 -1.103 -0.093
C -4.093 0.383 1.389 -0.267
H 2.671 -2.299 3.674 0.278
N 0.836 -1.453 -0.439 0.194
C -3.000 1.536 -0.423 -0.740
N -0.806 -1.746 -1.686 1.260
H 4.192 3.537 -2.070 0.413
N -0.179 -2.218 -0.644 -1.613
H -4.577 0.374 2.353 0.405
H -2.393 0.368 -2.080 0.385
C 3.509 2.714 -1.924 -0.508
C 1.537 1.521 -2.549 -0.806
H 2.383 -0.927 0.338 0.604
H -1.875 -3.377 -2.378 0.320
O -3.694 2.786 1.416 -0.436
H 4.047 -3.666 2.058 0.278
H -4.317 -1.725 1.118 0.422
H 4.615 1.911 -0.278 0.545
N 3.102 -0.205 0.301 -0.132
H -2.649 2.465 -0.843 0.446
O 5.031 0.516 1.301 -0.674
H 3.172 -2.907 0.673 0.179
C 0.812 -0.490 -1.391 0.946
C -3.950 -0.801 0.697 -1.027
H 4.852 -1.442 2.836 0.479
C -2.015 -2.308 -2.196 -0.764
C 4.025 -1.447 2.137 -0.394
C 2.890 0.730 -0.699 0.371
C -3.315 -0.846 -0.545 0.089
H -5.360 2.592 2.642 0.348
H 2.212 3.291 -3.535 0.400
O -3.905 -3.092 -0.972 -0.592
H -3.783 2.320 3.439 0.348
C 4.116 -0.278 1.214 0.420
C 3.753 1.804 -0.915 -0.552
N -0.237 -0.676 -2.191 -0.750
C -3.180 -2.153 -1.197 0.589
C 2.400 2.578 -2.747 -0.773
C -3.612 1.570 0.836 0.947


In eV/A, the max |F| values for the records above are, in order, 3.06; 0.95; 1.08.
In eV, the HOMO values for the records above are, in order, -6.4; -8.0; -8.4.